Entry 1:
ORCA calculation (wB97M-V/def2-TZVPD) on 2 unconnected molecules or ions with the total composition C2H8N2O3S at a distorted geometry.

Geometry (Å):
C 0.563 -0.629 1.833
C -2.151 -0.466 -0.448
N 1.276 1.709 -0.438
N 0.020 -0.598 -0.297
O 0.972 0.230 -2.459
O 2.475 -0.552 -0.567
O -0.975 0.268 -0.355
S 1.304 0.130 -1.065
H -0.059 0.169 2.051
H 0.204 -1.706 1.958
H 1.669 -0.497 1.464
H -2.297 -0.846 0.542
H -1.884 -1.328 -0.980
H -3.018 0.008 -0.868
H 1.146 1.644 0.526
H 0.755 2.464 -0.898

Summary:
E_LUMO (alpha / beta) in eV: -0.56 / -0.56
Relative energy (zero: lowest compared OMol25 entry of this formula, charge and spin) in kJ/mol: 533.7
Highest occupied orbital energy (alpha / beta) in eV: -9.156 / -9.157
Gap between HOMO and LUMO (alpha / beta) in eV: 8.60 / 8.60
2S+1: 1

=====

Entry 2:
ORCA calculation (wB97M-V/def2-TZVPD) on a molecular structure, C56H65BiN4O5P2 at a distorted geometry.

Geometry (Å):
Bi 0.028 0.324 0.310
C -4.103 2.782 1.105
C -2.714 2.570 1.017
N -2.142 1.443 1.382
C -2.910 0.421 1.867
C -4.302 0.578 2.051
C -4.883 1.795 1.631
C -5.070 -0.469 2.616
C -4.451 -1.636 2.950
C -3.066 -1.818 2.747
C -2.261 -0.819 2.232
N -0.883 -0.869 2.087
C -0.018 -1.371 3.036
C -0.124 -2.531 3.777
C 0.795 -2.838 4.806
C 1.832 -2.008 5.111
C 2.013 -0.824 4.357
C 3.070 0.076 4.592
C 3.184 1.203 3.832
C 2.243 1.432 2.817
N 1.258 0.603 2.543
C 1.117 -0.522 3.308
H -4.520 3.720 0.762
H -2.068 3.355 0.633
H -5.957 1.923 1.727
H -6.135 -0.328 2.764
H -5.026 -2.450 3.377
H -2.635 -2.773 3.000
H -0.914 -3.236 3.574
H 0.663 -3.759 5.363
H 2.526 -2.241 5.913
H 3.785 -0.141 5.378
H 3.980 1.918 3.990
H 2.307 2.330 2.227
C 2.003 1.334 -3.003
C 2.029 2.691 -2.291
C 3.253 3.501 -2.713
P 1.786 2.393 -0.469
C 1.639 4.082 0.297
C 0.588 4.094 1.433
C 2.908 4.802 0.756
C 3.365 1.504 -0.118
C 4.617 2.143 -0.148
C 5.824 1.469 -0.154
C 7.147 2.198 -0.156
C 5.758 0.077 -0.225
C 4.551 -0.585 -0.186
C 3.316 0.087 -0.034
N 2.128 -0.654 0.103
C 2.187 -1.975 0.618
C 3.030 -2.357 1.665
C 2.981 -3.631 2.208
C 2.080 -4.578 1.744
C 1.976 -5.947 2.368
C 1.245 -4.210 0.695
C 1.284 -2.943 0.122
P 0.207 -2.356 -1.225
C -1.003 -3.693 -1.635
C -0.500 -4.990 -2.274
C -1.894 -3.959 -0.407
C 1.439 -2.262 -2.628
C 2.428 -3.417 -2.776
C 0.714 -1.956 -3.943
H 1.897 1.472 -4.082
H 1.166 0.719 -2.656
H 2.930 0.784 -2.818
H 1.141 3.251 -2.578
H 4.178 2.943 -2.578
H 3.326 4.450 -2.176
H 3.158 3.738 -3.777
H 1.198 4.629 -0.538
H 1.069 4.213 2.409
H -0.017 3.188 1.474
H -0.092 4.936 1.293
H 3.463 4.219 1.496
H 2.617 5.741 1.234
H 3.582 5.050 -0.065
H 4.646 3.224 -0.197
H 7.003 3.272 -0.027
H 7.687 2.041 -1.094
H 7.793 1.845 0.652
H 6.676 -0.497 -0.321
H 4.548 -1.662 -0.274
H 3.725 -1.636 2.076
H 3.649 -3.883 3.026
H 2.838 -6.159 3.003
H 1.913 -6.727 1.606
H 1.078 -6.022 2.990
H 0.551 -4.950 0.316
H -1.632 -3.181 -2.371
H -1.320 -5.714 -2.301
H 0.326 -5.440 -1.723
H -0.169 -4.832 -3.300
H -1.424 -4.656 0.288
H -2.843 -4.400 -0.725
H -2.111 -3.035 0.134
H 2.019 -1.382 -2.348
H 1.959 -4.317 -3.176
H 2.896 -3.670 -1.823
H 3.221 -3.122 -3.470
H 0.149 -2.823 -4.301
H 1.433 -1.684 -4.722
H 0.013 -1.122 -3.832
O -1.731 4.632 -1.170
C -1.515 3.546 -1.732
O -0.780 2.609 -1.269
C -2.240 3.253 -3.027
C -1.793 2.259 -3.885
C -2.455 1.967 -5.085
C -3.580 2.702 -5.360
O -4.410 2.606 -6.445
C -5.454 3.562 -6.235
O -5.165 4.264 -5.025
C -4.029 3.693 -4.508
C -3.383 4.002 -3.342
H -0.911 1.693 -3.609
H -2.108 1.191 -5.757
H -6.410 3.046 -6.141
H -5.480 4.261 -7.068
H -3.724 4.787 -2.678
C -4.865 -1.051 -2.322
C -4.030 0.148 -2.778
C -2.660 -0.146 -2.166
O -2.877 -1.062 -1.074
C -4.278 -1.328 -0.950
H -4.712 -1.906 -2.988
H -5.933 -0.836 -2.273
H -4.435 1.079 -2.373
H -3.974 0.245 -3.861
H -2.165 0.758 -1.804
H -1.997 -0.631 -2.891
H -4.723 -0.664 -0.209
H -4.401 -2.356 -0.608

Summary:
E_LUMO in eV: 0.03
Relative energy (zero: lowest compared OMol25 entry of this formula, charge and spin) in kJ/mol: 38.7
Highest occupied orbital energy in eV: -6.900
Gap between HOMO and LUMO in eV: 6.93
2S+1: 1

=====

Entry 3:
ORCA calculation (wB97M-V/def2-TZVPD) on a molecular structure, C35H57LuO3PSi2 at a distorted geometry.

Geometry (Å):
O -2.861 -1.552 -0.850
O -1.696 -3.398 -1.829
C -2.964 -1.451 0.648
C -3.277 -0.078 1.138
H -2.020 -1.834 1.040
H -3.741 -2.169 0.902
H -2.373 0.517 1.275
H -3.718 -0.176 2.135
H -3.975 0.498 0.529
C -2.570 -0.377 -1.757
C -3.700 -0.331 -2.747
H -1.597 -0.610 -2.199
H -2.467 0.489 -1.106
H -3.853 -1.287 -3.281
H -3.490 0.416 -3.523
H -4.649 -0.077 -2.246
C -0.533 -3.542 -2.701
C -2.435 -4.661 -1.760
C -0.545 -2.697 -3.935
H -0.465 -4.603 -2.976
H 0.339 -3.308 -2.092
H -1.491 -2.763 -4.479
H 0.239 -3.100 -4.584
H -0.303 -1.648 -3.745
C -3.288 -4.764 -2.995
H -2.964 -4.624 -0.801
H -1.719 -5.501 -1.672
H -3.552 -3.759 -3.342
H -4.177 -5.364 -2.811
H -2.686 -5.254 -3.760
H -2.618 -2.414 -1.301
Lu 1.561 -0.062 0.960
C 1.556 -2.187 0.773
Si 1.187 -3.911 1.309
H 1.842 -2.440 -0.276
H 0.477 -1.818 0.537
C -0.622 -4.180 1.765
C 2.349 -4.432 2.686
C 1.256 -5.139 -0.127
C 0.680 -0.569 3.054
Si 1.695 0.595 4.093
H 0.731 -1.603 3.435
H -0.385 -0.287 3.236
C 2.758 -0.316 5.357
C 0.522 1.759 5.005
C 2.899 1.592 3.012
H 1.272 -6.169 0.268
H 2.119 -4.985 -0.787
H 0.344 -5.023 -0.739
H -0.983 -3.507 2.553
H -0.747 -5.231 2.081
H -1.239 -4.007 0.861
H 2.493 -3.616 3.408
H 3.339 -4.678 2.271
H 1.979 -5.311 3.238
H -0.251 1.178 5.531
H 0.010 2.426 4.295
H 1.029 2.384 5.755
H 2.411 2.359 2.392
H 3.582 0.966 2.399
H 3.565 2.142 3.695
H 3.045 0.335 6.197
H 3.680 -0.693 4.889
H 2.209 -1.175 5.770
O 0.123 1.504 1.088
C -0.077 2.596 0.417
C -1.314 3.022 -0.159
C -2.662 3.080 0.231
C -3.536 3.716 -0.658
C -3.071 4.249 -1.865
C -1.732 4.140 -2.292
C -0.883 3.450 -1.457
P 0.829 3.358 -1.008
C 1.480 5.003 -0.912
C 2.006 5.583 -2.092
C 2.417 6.915 -2.085
C 2.309 7.673 -0.908
C 1.769 7.103 0.254
C 1.344 5.775 0.255
C 2.047 2.074 -1.366
C 3.229 2.088 -0.591
C 3.980 0.922 -0.431
C 3.540 -0.286 -1.017
C 2.410 -0.273 -1.868
C 1.647 0.889 -2.022
H -2.975 2.690 1.195
H -4.590 3.824 -0.373
H -3.779 4.760 -2.513
H -1.365 4.550 -3.233
H 2.071 4.984 -3.005
H 2.823 7.369 -2.993
H 2.639 8.715 -0.896
H 1.676 7.694 1.168
H 0.896 5.319 1.138
H 3.577 3.032 -0.170
H 4.937 0.963 0.094
H 4.134 -1.201 -0.901
H 2.114 -1.174 -2.416
H 0.775 0.916 -2.682

Summary:
E_LUMO (alpha / beta) in eV: -2.68 / -2.48
Relative energy (zero: lowest compared OMol25 entry of this formula, charge and spin) in kJ/mol: 313.6
Highest occupied orbital energy (alpha / beta) in eV: -7.355 / -7.716
Gap between HOMO and LUMO (alpha / beta) in eV: 4.67 / 5.24
2S+1: 1
Total charge: +1

=====

Entry 4:
ORCA calculation (wB97M-V/def2-TZVPD) on 2 unconnected molecules or ions with the total composition C5H9N at a distorted geometry.

Geometry (Å):
C -2.125 -1.031 -0.598
C -1.902 -0.009 0.146
C 2.252 -0.749 -0.024
C -1.698 0.950 1.025
C 1.928 0.678 0.505
N 1.350 -0.839 -0.973
H -1.247 -1.548 -1.090
H -3.101 -1.446 -0.790
H -1.441 0.874 2.029
H -1.497 1.933 0.637
H 1.304 -1.672 -1.466
H 2.208 0.733 1.627
H 2.454 1.369 -0.177
H 0.800 0.886 0.405
H 0.716 -0.131 -1.257

Summary:
E_LUMO in eV: 0.92
Relative energy (zero: lowest compared OMol25 entry of this formula, charge and spin) in kJ/mol: 441.2
Highest occupied orbital energy in eV: -8.550
Gap between HOMO and LUMO in eV: 9.47
2S+1: 1

=====

Entry 5:
ORCA calculation (wB97M-V/def2-TZVPD) on a molecular structure, C19H19F2N3PtSb.

Geometry (Å):
Pt 0.728 0.330 0.195
C 1.771 -2.224 1.896
C 0.401 -2.477 1.353
C -0.280 -3.671 1.595
C -1.546 -3.873 1.093
C -2.149 -2.869 0.330
C -1.439 -1.712 0.118
N -0.196 -1.520 0.615
Sb -2.303 -0.144 -1.035
C -2.194 1.486 0.285
C -3.167 2.431 0.472
C -2.973 3.330 1.529
C -1.891 3.162 2.362
C -0.951 2.153 2.128
C 0.166 1.915 3.090
N -1.092 1.356 1.049
C -0.840 0.187 -2.504
C -1.090 0.420 -3.830
C 0.012 0.383 -4.695
C 1.241 0.015 -4.198
C 1.421 -0.239 -2.833
C 2.722 -0.770 -2.329
N 0.379 -0.082 -1.991
H 2.167 -3.118 2.370
H 1.747 -1.435 2.652
H 2.466 -1.935 1.104
H 0.205 -4.436 2.186
H -2.071 -4.801 1.284
H -3.143 -3.007 -0.075
H -4.049 2.481 -0.152
H -3.691 4.120 1.712
H -1.759 3.801 3.227
H 0.793 2.800 3.206
H 0.788 1.066 2.806
H -0.262 1.692 4.070
H -2.088 0.608 -4.203
H -0.117 0.583 -5.752
H 2.087 -0.109 -4.863
H 3.538 -0.072 -2.511
H 2.954 -1.687 -2.875
H 2.688 -1.019 -1.269
F 2.752 1.669 1.831
C 2.525 1.594 0.542
F 3.546 1.067 -0.089
H 2.193 2.551 0.103

Summary:
E_LUMO (alpha / beta) in eV: -9.80 / -13.61
Highest occupied orbital energy (alpha / beta) in eV: -18.696 / -19.355
⟨S²⟩: 6.0109
Gap between HOMO and LUMO (alpha / beta) in eV: 8.90 / 5.75
2S+1: 5
Total charge: +3

=====

The records above yield E_tot values of -22155.9349, -99743.9105, -102016.7369, -6816.4223, -39667.8893 eV, respectively.